# C21H22N2OSi

An isolated molecule of C21H22N2OSi in a non-equilibrium geometry (ωB97M-V with the def2-TZVPD basis set, the OMol25 dataset).

Positions of all 47 atoms, in Å:
C1 -1.0219 0.7365 -2.5482
C2 -1.1503 4.6387 4.4120
C3 -0.5899 1.1594 -0.1972
C4 2.7550 -3.0842 0.0802
C5 -0.8232 1.9718 0.9495
C6 -1.0616 2.5376 2.0165
C7 0.1395 -0.0546 -2.6320
C8 1.9394 -1.3702 -1.4657
C9 3.0251 -0.3465 -3.1734
H1 2.8024 0.6082 -2.7873
H2 -0.3805 -2.7709 -1.0514
H3 -1.2864 -0.8972 -4.8702
C10 -1.3244 1.3338 -1.3506
H4 -1.9335 1.9020 5.5913
N1 3.0267 -1.2757 -2.1278
H5 -2.7256 0.9437 4.3276
H6 -0.8407 5.3823 3.6581
H7 -1.9916 4.9979 4.9559
C11 0.3389 -4.1874 0.4510
H8 3.7439 -2.7658 -0.2298
H9 -3.5089 4.0948 2.3967
C12 -1.7482 1.4871 4.6224
H10 -4.4464 3.4891 3.7905
H11 -0.0122 -0.0657 -5.7066
O1 2.3793 -1.3731 -5.2210
H12 0.8757 -0.0611 0.6850
C13 1.4554 -4.7134 1.1361
H13 -2.2713 1.7786 -1.3485
H14 3.6213 -4.4607 1.4194
C14 0.4379 -3.1122 -0.4345
H15 4.0247 -0.2533 -3.5492
H16 -0.4181 4.3437 5.1971
N2 0.6378 -0.5977 -3.8964
H17 1.3110 -5.5133 1.8529
H18 -0.6410 -4.6798 0.6103
C15 0.8519 -0.4083 -1.4286
C16 -3.6901 3.2465 3.0848
C17 2.0449 -0.7628 -4.2203
C18 1.6999 -2.5181 -0.5732
H19 -1.7951 0.8698 -3.3440
C19 -0.1634 -0.8742 -5.0421
Si1 -1.8441 3.0425 3.6007
H20 -0.8557 0.9134 4.6615
C20 2.7096 -4.1433 0.9682
H21 -3.9954 2.3605 2.5335
C21 0.4715 0.2687 -0.2504
H22 0.2274 -1.8170 -5.5526

Calculated values
* highest occupied orbital energy: -0.3074 Ha
* multiplicity: 1
* LUMO level: 0.247 eV
* largest force on an atom: 3.70 eV/A
* charge: 0
* relative energy (zero: lowest compared OMol25 entry of this formula, charge and spin): 122.6 kJ/mol
* E: -1287.5967 Ha